No. 1
A single C2H3N3 molecule, computed with the ωB97M-V functional and the def2-TZVPD basis.

E_tot in Ha: -242.1426
HOMO in Eh: -0.337
LUMO in eV: 0.30
Energy relative to the best compared isomer or geometry (same formula, charge and spin) in kcal/mol: 81.64
Orbital gap in eV: 9.477

Atoms and positions in Å:
N (-0.09269, 0.97078, -0.22413)
C (1.42582, -0.52003, -0.12778)
N (0.76012, -1.49459, 0.06505)
N (-0.83690, -1.23779, 0.15081)
C (-1.00733, 0.05700, -0.02210)
H (-0.45111, 1.93621, -0.32887)
H (2.29836, 0.10177, -0.28882)
H (-2.09594, 0.18754, 0.04348)

Atomic forces in eV per Å
N 0.024 -0.704 0.105
C -1.243 1.090 -0.059
N -1.465 1.531 -0.116
N 1.887 -0.217 -0.113
C 0.194 -0.835 0.109
H 0.617 -0.822 0.060
H -0.268 -0.572 0.109
H 0.256 0.530 -0.095

---

No. 2
3 unconnected molecules or ions with the total composition C9H7NO4, computed with the ωB97M-V functional and the def2-TZVPD basis.

E_tot in Ha: -702.7634
HOMO (alpha / beta) in Eh: -0.318 / -0.354
LUMO (alpha / beta) in eV: -1.03 / -2.07
Energy relative to the best compared isomer or geometry (same formula, charge and spin) in kcal/mol: 57.95
Orbital gap (alpha / beta) in eV: 7.624 / 7.560

Atoms and positions in Å:
C (1.47060, -2.30173, -0.14239)
C (0.19642, -2.71017, 0.06747)
C (1.73854, -1.04251, -0.73598)
C (-0.88140, -1.92707, -0.07324)
C (0.69406, -0.16420, -0.85018)
C (-0.59380, -0.56401, -0.49461)
C (-0.77486, 1.67785, -0.92922)
C (0.16643, 2.15111, 2.28046)
C (0.62992, 1.23321, -1.28595)
N (-1.48005, 0.40249, -0.63950)
O (-0.42104, 2.77235, 3.04077)
O (-1.26009, 2.77174, -1.02180)
O (0.83182, 1.57503, 1.53724)
O (-2.44086, 0.63985, 1.44627)
H (2.25711, -3.02476, -0.02536)
H (-0.07270, -3.63255, 0.56039)
H (2.64035, -0.50582, -1.02363)
H (-1.85843, -2.07958, 0.26162)
H (1.31676, 1.95163, -0.83555)
H (0.89243, 1.31147, -2.40545)
H (-3.05119, 1.46568, 1.26861)

Atomic forces in eV per Å
C 2.431 0.908 -1.888
C -1.844 -1.790 1.664
C -0.305 0.872 0.418
C 0.635 4.035 -1.055
C 0.415 -0.686 0.403
C -0.943 -1.056 0.052
C -0.456 -1.961 -1.280
C 0.344 0.088 -0.014
C 1.480 1.531 -1.793
N -1.604 1.995 0.690
O -0.902 0.603 0.854
O 0.070 -0.733 0.592
O 0.435 -0.680 -0.604
O -1.257 2.123 -0.537
H 0.356 0.002 0.246
H 0.767 -0.591 -0.180
H 0.734 -1.309 0.292
H -1.306 -0.808 0.315
H 0.260 -0.377 0.195
H -0.933 0.017 1.414
H 1.624 -2.184 0.218

---

No. 3
A molecular structure, C3H6O2S, computed with the ωB97M-V functional and the def2-TZVPD basis.

E_tot in Ha: -666.4673
HOMO in Eh: -0.329
LUMO in eV: -1.31
Energy relative to the best compared isomer or geometry (same formula, charge and spin) in kcal/mol: 79.52
Orbital gap in eV: 7.630

Atoms and positions in Å:
C (2.13928, -0.88466, 3.43147)
C (-1.36753, -0.08803, -1.16508)
C (-1.01103, -0.81555, -2.31216)
O (1.56696, -0.55692, 4.36082)
O (2.77230, -1.19434, 2.54074)
S (0.79914, 1.81886, 0.32694)
H (-2.07886, 0.69948, -1.15264)
H (-1.29455, -0.71575, -0.36100)
H (-0.27480, 0.72878, -0.68414)
H (-0.61801, -0.25245, -3.16602)
H (-0.49318, -1.65164, -2.02170)
H (-0.13971, 2.91223, 0.20275)

Atomic forces in eV per Å
C 0.107 0.319 0.526
C -0.375 -1.520 -3.527
C 0.832 4.595 1.800
O -1.416 0.570 1.766
O 1.292 -0.862 -2.318
S -2.903 0.013 -1.638
H -0.167 0.932 -0.025
H -0.542 -1.132 2.542
H 1.895 1.772 1.296
H -1.129 -0.606 -0.474
H 1.030 -2.430 -0.132
H 1.378 -1.651 0.183

---

No. 4
A molecular structure, C23H28F9FeGeN6O4S6, computed with the ωB97M-V functional and the def2-TZVPD basis.

E_tot in Ha: -8151.0161
2S+1: 5
HOMO (alpha / beta) in Eh: -0.394 / -0.394
Total charge: +1
LUMO (alpha / beta) in eV: -4.11 / -6.65
Energy relative to the best compared isomer or geometry (same formula, charge and spin) in kcal/mol: 61.66
Orbital gap (alpha / beta) in eV: 6.618 / 4.085

Atoms and positions in Å:
Fe (0.63769, 1.23605, -0.26111)
F (5.63786, -2.69151, -0.13209)
C (4.42299, -2.29383, 0.28238)
F (4.37742, -2.49752, 1.61423)
F (3.53038, -3.10933, -0.27432)
C (4.19235, -0.83934, -0.04095)
C (5.28009, -0.04519, -0.34856)
C (5.10806, 1.30799, -0.60535)
C (3.83419, 1.81620, -0.52200)
N (2.77790, 1.06390, -0.20455)
C (2.92026, -0.25389, 0.02540)
S (1.40570, -1.06040, 0.31414)
H (6.26397, -0.48979, -0.40473)
H (5.94175, 1.94409, -0.86447)
H (3.64232, 2.86611, -0.70572)
N (0.45946, -0.47642, 3.24018)
C (0.57380, 0.83338, 3.24910)
N (0.72643, 1.57570, 2.16750)
C (0.87301, 2.87144, 2.50471)
C (0.78728, 3.16547, 3.88050)
S (0.53647, 1.75992, 4.76365)
C (1.09545, 3.82821, 1.48405)
C (1.27172, 5.19310, 1.70283)
S (1.56529, 5.98868, 0.24678)
C (1.43608, 4.44493, -0.60525)
N (1.17497, 3.42012, 0.18430)
N (1.67221, 4.36844, -1.90216)
H (0.82586, -0.92905, 2.37168)
H (0.50284, -0.99834, 4.10247)
H (0.86548, 4.12622, 4.36633)
H (1.24867, 5.73273, 2.63741)
H (1.73079, 5.20252, -2.46325)
H (1.41493, 3.50603, -2.38006)
F (-3.17247, 2.60377, -3.16087)
C (-2.15547, 2.48348, -4.00719)
F (-1.70190, 3.69420, -4.31911)
F (-2.54660, 1.85651, -5.09798)
S (-0.85032, 1.51780, -3.15117)
O (-0.23619, 2.46222, -2.18931)
O (-1.54023, 0.40379, -2.55735)
N (0.13116, 1.18801, -4.32589)
S (1.54740, 0.71361, -3.75644)
O (1.41322, 0.16389, -2.41489)
O (2.57967, 1.69604, -3.94189)
C (1.97352, -0.74291, -4.85415)
F (0.97743, -1.02042, -5.67618)
F (2.21964, -1.79183, -4.08666)
F (3.05583, -0.43968, -5.55065)
S (-1.98787, 2.84367, 0.52868)
C (-1.30968, 1.45901, 0.23158)
C (-3.00287, -2.46768, 4.13606)
C (-3.57006, -2.56452, 2.72160)
C (-4.25855, -1.27451, 2.26835)
C (-3.27763, -0.12719, 1.97412)
Ge (-2.49543, -0.22590, 0.17703)
C (-1.61673, -1.86436, -0.33873)
C (-2.64609, -2.86887, -0.87732)
C (-2.02773, -4.24129, -1.14793)
C (-1.69082, -5.01217, 0.12565)
H (-2.52400, -3.40120, 4.43589)
H (-3.79443, -2.25384, 4.85762)
H (-2.26140, -1.66787, 4.22128)
H (-4.29063, -3.38483, 2.68987)
H (-2.77254, -2.82724, 2.02069)
H (-4.95754, -0.96320, 3.05075)
H (-4.87015, -1.47323, 1.38329)
H (-2.49751, -0.07613, 2.73673)
H (-3.78984, 0.83722, 1.97506)
H (-3.61493, 0.15485, -0.80026)
H (-1.07697, -2.27217, 0.51900)
H (-0.88306, -1.63116, -1.11130)
H (-3.07411, -2.47079, -1.80004)
H (-3.47818, -2.99095, -0.17415)
H (-1.12456, -4.11140, -1.75168)
H (-2.72496, -4.82994, -1.74843)
H (-0.95191, -4.48819, 0.73835)
H (-1.27262, -5.99171, -0.10885)
H (-2.58559, -5.16952, 0.73375)

Atomic forces in eV per Å
Fe 0.912 -0.302 0.369
F -0.012 0.008 0.050
C 0.064 0.023 -0.038
F -0.048 -0.007 0.098
F -0.078 -0.047 -0.100
C 0.059 -0.010 0.075
C 0.043 -0.029 -0.101
C 0.065 -0.036 0.039
C -0.212 0.065 0.076
N -0.294 -0.101 -0.224
C 0.113 0.081 0.066
S -0.243 0.245 -0.054
H 0.001 0.000 0.011
H -0.019 -0.015 0.001
H -0.027 -0.036 -0.052
N 0.367 -0.266 -0.072
C -0.048 0.102 0.005
N 0.167 0.041 0.347
C -0.120 0.104 0.318
C 0.015 0.072 -0.258
S -0.032 -0.144 -0.006
C 0.061 0.567 0.039
C -0.031 -0.357 0.105
S 0.002 -0.017 -0.216
C 0.061 -0.086 0.213
N -0.215 0.211 -0.198
N -0.086 -0.005 -0.182
H -0.225 0.040 -0.010
H -0.106 0.029 0.003
H -0.006 -0.036 -0.076
H -0.008 -0.080 -0.042
H 0.079 -0.006 0.011
H 0.025 0.061 0.006
F -0.057 0.063 0.001
C 0.165 0.167 -0.065
F -0.024 -0.009 -0.036
F -0.085 -0.019 -0.040
S 0.148 -0.162 0.198
O -0.363 -0.444 -0.014
O 0.033 0.238 -0.068
N 0.119 -0.016 0.264
S 0.192 0.245 0.278
O -0.011 -0.024 -0.383
O -0.219 -0.114 -0.071
C -0.049 0.141 -0.034
F -0.030 -0.043 -0.039
F 0.044 -0.081 0.050
F 0.073 -0.042 -0.083
S -0.039 -0.288 0.073
C -0.069 0.388 -0.262
C 0.002 -0.003 -0.018
C 0.002 0.070 0.077
C 0.117 0.004 -0.006
C -0.021 -0.069 0.069
Ge -0.270 0.018 0.005
C 0.041 -0.129 -0.091
C 0.088 0.005 0.022
C 0.007 -0.020 0.050
C 0.032 0.005 -0.021
H 0.001 0.030 -0.015
H 0.011 -0.009 -0.018
H 0.003 -0.027 -0.009
H 0.007 0.006 -0.029
H -0.010 -0.022 0.014
H 0.003 0.021 -0.018
H -0.017 0.000 0.003
H 0.017 0.018 0.013
H -0.030 0.008 0.072
H 0.076 0.050 -0.004
H -0.020 -0.001 -0.021
H -0.019 -0.061 0.021
H -0.008 0.028 -0.003
H -0.018 -0.003 -0.024
H -0.026 -0.004 -0.015
H 0.008 -0.001 0.002
H -0.036 -0.008 -0.024
H -0.014 0.019 0.005
H 0.023 0.008 -0.010

---

No. 5
2 unconnected molecules or ions with the total composition H2N2O2, computed with the ωB97M-V functional and the def2-TZVPD basis.

E_tot in Ha: -261.0092
HOMO in Eh: 0.044
Total charge: -2
LUMO in eV: 7.30
Energy relative to the best compared isomer or geometry (same formula, charge and spin) in kcal/mol: 9.77
Orbital gap in eV: 6.097

Atoms and positions in Å:
N (-4.31635, 0.09525, -0.18185)
N (3.66663, 0.08249, 0.08962)
O (4.35538, 1.19358, -0.20756)
O (4.29086, -1.01186, -0.20486)
H (-4.34724, -0.90217, 0.20644)
H (-3.64928, 0.54271, 0.29820)

Atomic forces in eV per Å
N -3.798 -3.619 -2.030
N 3.776 0.702 -1.655
O -2.070 -3.209 0.922
O -1.523 2.508 0.739
H 0.225 1.616 -0.473
H 3.390 2.001 2.496

---

No. 6
3 unconnected molecules or ions with the total composition C18H28O2P, computed with the ωB97M-V functional and the def2-TZVPD basis.

E_tot in Ha: -1194.3623
HOMO in Eh: -0.140
Total charge: -1
LUMO in eV: 2.93
Energy relative to the best compared isomer or geometry (same formula, charge and spin) in kcal/mol: 75.88
Orbital gap in eV: 6.741

Atoms and positions in Å:
C (4.42900, 0.44280, 0.33079)
C (3.14583, -0.28393, 1.12417)
C (3.04148, -1.79230, 0.49386)
C (1.85644, 0.68496, 0.85674)
C (0.41029, -0.06149, 0.73496)
C (-0.52279, 0.36464, -0.57052)
O (-1.97219, 0.32029, -0.18779)
P (-2.11138, -0.14444, 1.49373)
O (-0.43820, 0.29738, 1.89280)
H (4.39694, 1.61427, 0.39939)
H (4.43045, 0.15114, -0.81701)
H (5.44018, 0.06774, 0.84083)
H (3.46687, -0.28796, 2.27354)
H (2.59959, -2.50291, 1.34217)
H (4.09728, -2.22124, 0.19447)
H (2.35338, -1.87707, -0.45059)
H (2.09485, 1.35902, -0.07005)
H (1.78934, 1.42862, 1.78821)
H (0.32432, -1.22666, 0.72001)
H (-0.42366, 1.48161, -0.96585)
H (-0.42095, -0.27040, -1.55644)
H (-3.50283, -0.57976, 1.34652)
H (-1.81772, -1.49009, 1.03092)
H (-2.19709, -0.79317, 2.80219)
H (-2.71252, 1.10674, 1.88803)
C (-3.42520, 5.96001, 0.56458)
C (-3.74256, 4.69702, 0.06568)
C (-2.81898, 3.65646, 0.16086)
C (-1.58057, 3.87669, 0.76448)
C (-1.26472, 5.13877, 1.26675)
C (-2.18475, 6.18173, 1.16320)
H (-4.14393, 6.77160, 0.48715)
H (-4.71025, 4.52373, -0.39848)
H (-3.06397, 2.67423, -0.23399)
H (-0.86259, 3.06464, 0.84314)
H (-0.30021, 5.30979, 1.73857)
H (-1.93619, 7.16624, 1.54965)
C (-0.13992, -5.87323, -1.71259)
C (-0.73308, -4.79568, -1.05547)
C (-0.40036, -3.48991, -1.41471)
C (0.51911, -3.26153, -2.43889)
C (1.10943, -4.33915, -3.09854)
C (0.78365, -5.64496, -2.73296)
H (-0.39692, -6.89075, -1.43002)
H (-1.45469, -4.97372, -0.26208)
H (-0.85767, -2.65054, -0.89796)
H (0.77486, -2.24399, -2.72231)
H (1.82473, -4.16098, -3.89776)
H (1.24788, -6.48424, -3.24334)

Atomic forces in eV per Å
C 0.263 -0.309 0.415
C 1.419 0.785 -1.191
C -0.223 -0.564 1.020
C -0.102 -0.087 0.808
C -1.967 0.268 0.073
C -1.489 1.366 -0.937
O 2.898 0.395 -0.050
P -1.961 -1.974 1.190
O 1.093 -0.093 -2.540
H 0.007 -2.233 -0.009
H -0.036 0.540 2.385
H -2.062 0.805 -1.296
H -1.006 -0.259 -2.515
H 0.829 1.374 -2.015
H -1.969 0.984 0.693
H 1.251 0.399 1.862
H -0.637 -1.419 1.480
H -0.069 -1.630 -2.071
H 1.220 1.928 -0.092
H 0.554 -2.020 1.045
H 0.226 0.727 2.021
H -0.084 0.096 -0.488
H 0.976 -0.184 -0.128
H -0.082 0.779 0.239
H 0.959 0.332 0.013
C 0.136 -0.077 0.039
C 0.252 0.068 0.091
C -0.068 0.116 -0.053
C -0.021 0.137 -0.036
C -0.189 -0.048 -0.131
C -0.095 -0.135 -0.068
H 0.080 -0.077 0.019
H 0.131 0.012 0.061
H 0.151 0.028 0.157
H -0.194 0.013 0.047
H -0.129 -0.031 -0.060
H -0.036 -0.092 -0.028
C 0.061 0.192 -0.069
C 0.135 -0.013 -0.130
C 0.043 -0.016 -0.083
C -0.052 -0.261 0.059
C -0.087 -0.035 0.116
C -0.087 0.131 0.081
H 0.036 0.122 -0.036
H 0.120 0.085 -0.107
H -0.008 -0.070 0.002
H -0.052 -0.116 0.060
H -0.086 -0.031 0.110
H -0.051 0.091 0.049